No. 1
C8H10FN | ωB97M-V/def2-TZVPD

Element x y z (Å)
C  -2.064  -3.600  1.839
C  -1.467  -2.548  1.451
C  -0.872  -1.290  1.515
F  -0.055  -1.039  2.504
C  -0.765  -0.474  0.362
N  0.167  0.414  0.254
C  0.401  1.110  -0.910
C  -0.707  1.173  -2.002
C  1.567  1.812  -0.993
C  2.468  1.879  0.187
H  -3.159  -3.644  2.279
H  -1.713  -4.659  1.437
H  -1.305  -0.856  -0.535
H  -0.510  0.371  -2.746
H  -0.340  2.015  -2.680
H  -1.614  1.265  -1.448
H  1.987  2.541  -1.810
H  1.979  1.381  0.992
H  3.229  1.196  -0.046
H  2.772  2.954  0.349

Molecular weight (g mol⁻¹): 139.17
E_HOMO (eV): -8.0
LUMO energy (eV): -0.158
E_tot (eV): -12661.029
Kohn-Sham gap (Ha): 0.2888

=====

No. 2
C3H9NO2 | ωB97M-V/def2-TZVPD

Element x y z (Å)
N  0.196  1.763  1.722
C  0.271  1.136  0.421
C  -0.790  0.046  0.285
C  -0.920  -0.485  -1.113
O  -1.592  -1.446  -1.391
H  -0.397  1.339  2.416
H  0.461  2.724  1.835
H  0.101  1.900  -0.338
H  1.242  0.653  0.273
H  -1.768  0.407  0.623
H  -0.534  -0.763  0.974
H  -0.402  0.082  -1.905
O  1.269  -2.062  -1.256
H  2.156  -2.456  -1.168
H  0.704  -2.836  -1.380

Molecular weight (g mol⁻¹): 91.11
E_HOMO (eV): -8.8
LUMO energy (eV): 0.777
E_tot (eV): -8841.331
Kohn-Sham gap (Ha): 0.3529

=====

No. 3
C16H34N2O2PS | ωB97M-V/def2-TZVPD

Element x y z (Å)
O  -2.113  -1.146  -1.885
P  -1.482  -1.684  -0.352
O  -0.867  -3.319  -0.345
S  -2.990  -1.551  0.931
N  -0.233  -0.470  0.197
C  0.462  0.195  -0.948
C  1.587  1.361  -0.528
C  1.685  1.536  1.105
C  0.802  0.613  2.115
N  -0.145  -0.374  1.542
H  -2.211  -0.137  -1.795
H  -1.248  -3.853  0.432
H  0.245  -0.047  -2.096
H  2.186  1.982  -1.326
H  2.416  2.337  1.576
H  0.875  0.734  3.289
C  4.987  0.149  2.287
C  4.373  0.189  3.677
C  5.395  0.471  4.781
C  6.502  -0.580  4.931
C  6.010  -2.004  5.202
C  5.245  -2.134  6.510
H  5.726  -0.652  2.192
H  4.211  -0.027  1.537
H  5.475  1.100  2.049
H  3.846  -0.751  3.874
H  3.612  0.978  3.699
H  4.865  0.585  5.732
H  5.868  1.443  4.585
H  7.162  -0.271  5.750
H  7.124  -0.588  4.030
H  6.880  -2.671  5.239
H  5.387  -2.360  4.375
H  5.869  -1.832  7.357
H  4.943  -3.176  6.668
H  4.339  -1.523  6.512
C  -5.744  1.706  -6.907
C  -6.357  1.746  -5.517
C  -5.335  2.028  -4.413
C  -4.228  0.976  -4.263
C  -4.720  -0.448  -3.992
C  -5.485  -0.578  -2.684
H  -5.004  0.904  -7.002
H  -6.520  1.529  -7.657
H  -5.256  2.657  -7.145
H  -6.884  0.806  -5.320
H  -7.119  2.534  -5.495
H  -5.865  2.141  -3.463
H  -4.862  2.999  -4.610
H  -3.568  1.286  -3.444
H  -3.606  0.968  -5.164
H  -3.850  -1.115  -3.955
H  -5.343  -0.803  -4.819
H  -4.862  -0.275  -1.837
H  -5.788  -1.619  -2.526
H  -6.392  0.033  -2.682

Molecular weight (g mol⁻¹): 349.50
E_HOMO (eV): -12.4
LUMO energy (eV): -5.978
E_tot (eV): -44330.265
Kohn-Sham gap (Ha): 0.2359
Charge: +1

=====

No. 4
C2H5NO2P | ωB97M-V/def2-TZVPD

Element x y z (Å)
O  -2.745  -0.261  0.721
N  -1.525  -0.135  0.475
P  -0.842  1.170  -0.454
C  0.894  0.473  0.110
C  0.743  -1.008  -0.380
O  -0.530  -1.209  -0.931
H  -0.954  2.309  0.567
H  0.892  0.707  1.200
H  1.766  1.048  -0.320
H  1.395  -1.220  -1.221
H  0.906  -1.873  0.235

Molecular weight (g mol⁻¹): 106.04
E_HOMO (eV): -2.6
LUMO energy (eV): 4.560
E_tot (eV): -17025.168
Kohn-Sham gap (Ha): 0.2646
Charge: -1

=====

No. 5
C15H14ClN4O8RhS2 | ωB97M-V/def2-TZVPD

Element x y z (Å)
Rh  0.215  -0.230  0.384
O  -2.423  4.782  -0.069
C  -3.221  3.843  -0.596
C  -4.504  4.253  -0.963
C  -5.396  3.361  -1.515
C  -5.036  2.029  -1.725
C  -3.776  1.608  -1.380
C  -2.845  2.494  -0.817
C  -1.535  1.929  -0.491
O  -1.182  0.830  -0.947
N  -0.701  2.673  0.320
N  0.325  2.020  0.810
C  1.227  2.769  1.407
S  1.094  4.512  1.381
C  2.742  4.780  2.095
C  3.003  3.661  3.075
S  2.552  2.088  2.264
H  -1.608  4.354  0.245
H  -4.770  5.286  -0.781
H  -6.393  3.691  -1.775
H  -5.744  1.330  -2.147
H  -3.480  0.576  -1.512
H  2.737  5.754  2.580
H  3.465  4.778  1.279
H  2.397  3.752  3.974
H  4.055  3.599  3.348
O  -1.074  -2.111  0.264
Cl  -2.120  -1.684  1.205
O  -3.314  -1.413  0.491
O  -2.300  -2.666  2.202
O  -1.615  -0.440  1.798
C  4.898  -0.796  -1.067
N  4.160  -1.033  0.165
C  4.729  -1.569  1.296
C  4.037  -1.721  2.433
C  2.646  -1.254  2.525
O  2.016  -1.229  3.564
N  2.126  -0.783  1.330
C  2.830  -0.690  0.195
O  2.261  -0.247  -0.830
H  5.928  -1.117  -0.937
H  4.871  0.264  -1.317
H  4.440  -1.340  -1.891
H  5.765  -1.865  1.204
H  4.479  -2.146  3.321

Molecular weight (g mol⁻¹): 580.79
E_HOMO (spin up / spin down) (eV): -8.8 / -8.9
2S+1: 5
LUMO energy (spin up / spin down) (eV): -0.711 / -3.235
E_tot (eV): -75314.535
Kohn-Sham gap (spin up / spin down) (Ha): 0.2986 / 0.2081

=====

No. 6
C30H52O18S2 | ωB97M-V/def2-TZVPD

Element x y z (Å)
C  -6.200  16.268  4.334
C  -4.685  16.359  4.555
C  -4.131  15.313  5.482
O  -3.056  14.770  4.829
C  -2.942  15.385  3.619
O  -1.919  15.397  2.924
O  -4.048  16.113  3.322
H  -6.442  15.224  4.134
H  -6.543  16.892  3.509
H  -6.790  16.560  5.203
H  -4.322  17.338  4.868
H  -4.829  14.495  5.660
H  -3.868  15.616  6.495
C  -0.563  18.708  0.815
C  -2.075  18.415  1.142
C  -2.559  18.965  2.349
O  -3.887  19.172  2.063
C  -4.042  19.348  0.700
O  -5.068  19.721  0.127
O  -2.847  18.946  0.089
H  -0.190  18.323  -0.134
H  0.126  18.292  1.550
H  -0.426  19.786  0.736
H  -2.196  17.334  1.074
H  -1.959  19.803  2.705
H  -2.571  18.200  3.125
C  -4.774  16.002  -2.204
C  -3.918  15.610  -1.010
C  -4.641  15.781  0.342
O  -4.444  14.497  0.983
C  -3.663  13.734  0.149
O  -3.257  12.583  0.380
O  -3.579  14.283  -1.094
H  -5.040  17.045  -2.034
H  -5.660  15.377  -2.320
H  -4.243  15.833  -3.141
H  -3.055  16.277  -1.021
H  -5.699  15.911  0.114
H  -4.202  16.566  0.958
C  -1.965  7.427  1.208
C  -2.264  8.924  1.011
C  -1.753  9.841  2.149
O  -1.038  10.837  1.438
C  -0.948  10.549  0.119
O  -0.341  11.142  -0.782
O  -1.545  9.405  -0.069
H  -1.015  7.247  1.712
H  -2.130  6.793  0.337
H  -2.657  6.992  1.929
H  -3.351  8.952  0.945
H  -1.162  9.210  2.813
H  -2.627  10.255  2.652
O  0.010  12.776  -4.842
S  0.952  11.696  -5.041
O  0.462  10.579  -5.780
C  2.535  12.213  -5.797
C  3.544  11.165  -5.306
C  3.214  10.681  -3.900
C  1.803  11.073  -3.503
H  2.662  13.212  -5.380
H  2.330  12.338  -6.860
H  3.465  10.311  -5.978
H  4.579  11.504  -5.257
H  3.932  11.053  -3.170
H  3.304  9.595  -3.883
H  1.686  11.934  -2.845
H  1.022  10.426  -3.105
O  5.004  12.275  -0.204
S  3.674  12.681  0.279
O  2.884  13.733  -0.424
C  2.742  11.065  0.555
C  2.081  11.196  1.921
C  3.185  11.805  2.840
C  3.685  13.022  2.104
H  3.558  10.350  0.657
H  2.080  10.911  -0.298
H  1.269  11.923  1.934
H  1.748  10.257  2.364
H  3.973  11.109  3.128
H  2.812  12.148  3.805
H  4.630  13.515  2.330
H  2.987  13.843  2.269
C  -4.426  10.827  -2.315
C  -4.159  11.240  -3.711
C  -2.911  12.027  -3.961
O  -5.000  11.150  -4.636
H  -5.237  10.114  -2.163
H  -4.746  11.738  -1.810
H  -3.532  10.541  -1.761
H  -2.155  11.932  -3.182
H  -3.093  13.096  -3.856
H  -2.405  11.649  -4.850
C  -0.213  14.163  0.647
C  -0.407  14.877  -0.649
C  -0.457  14.092  -1.920
O  -0.646  16.068  -0.632
H  -1.071  13.610  1.030
H  -0.010  14.822  1.491
H  0.565  13.405  0.559
H  0.568  13.793  -2.141
H  -0.724  14.781  -2.721
H  -1.184  13.281  -1.936

Molecular weight (g mol⁻¹): 764.86
E_HOMO (eV): -8.9
LUMO energy (eV): 0.200
E_tot (eV): -90476.881
Kohn-Sham gap (Ha): 0.3359

=====

No. 7
C2H3NOS | ωB97M-V/def2-TZVPD

Element x y z (Å)
O  -3.171  0.827  -1.486
C  -3.022  0.236  -0.529
S  -2.867  -0.551  0.790
C  0.230  -0.270  -0.165
N  -0.304  0.892  -0.222
H  0.984  -0.774  -0.822
H  0.145  -0.861  0.799
H  -0.399  1.399  -1.126

Molecular weight (g mol⁻¹): 89.12
E_HOMO (eV): -9.7
LUMO energy (eV): 0.779
E_tot (eV): -16494.466
Kohn-Sham gap (Ha): 0.3851

=====

No. 8
C29H44BrN3P2Zr | ωB97M-V/def2-TZVPD

Element x y z (Å)
C  2.967  4.496  -1.048
C  1.766  3.997  -1.570
C  1.683  3.732  -2.964
C  2.792  4.088  -3.754
N  3.923  4.589  -3.242
C  3.996  4.835  -1.935
C  0.687  3.750  -0.645
C  -0.291  3.540  0.077
C  -1.486  2.835  0.452
C  -1.356  1.781  1.437
C  -2.531  1.037  1.809
C  -3.397  1.081  0.671
C  -3.769  2.167  -0.087
C  -2.738  3.095  -0.150
Zr  -1.558  -0.551  0.591
P  1.205  -0.519  -0.268
H  0.822  3.244  -3.421
H  3.122  4.602  0.016
H  2.762  3.946  -4.840
H  4.902  5.314  -1.570
H  -2.872  4.027  -0.668
H  -0.339  1.703  1.967
H  -4.755  2.281  -0.550
H  -2.726  0.381  2.727
C  2.036  -2.165  -0.058
C  3.251  -2.506  -0.934
H  1.259  -2.933  -0.205
H  2.330  -2.226  1.003
H  3.549  -3.546  -0.752
H  3.051  -2.429  -2.008
H  4.139  -1.912  -0.688
C  1.621  -0.062  -2.008
C  3.042  0.338  -2.438
H  0.956  0.792  -2.214
H  1.273  -0.897  -2.632
H  3.047  0.480  -3.528
H  3.371  1.298  -2.014
H  3.802  -0.428  -2.241
C  2.387  0.606  0.592
C  3.875  0.237  0.622
H  2.017  0.712  1.623
H  2.242  1.588  0.115
H  4.410  0.971  1.233
H  4.071  -0.740  1.075
H  4.357  0.275  -0.360
Br  -4.190  -0.841  0.164
P  -2.022  -1.763  -1.872
C  -0.843  -2.608  -2.969
C  -1.310  -3.949  -3.521
H  0.078  -2.730  -2.366
H  -0.595  -1.902  -3.780
H  -0.514  -4.342  -4.162
H  -1.481  -4.682  -2.726
H  -2.206  -3.862  -4.147
C  -3.003  -3.098  -1.032
C  -4.369  -3.372  -1.655
H  -3.190  -2.793  0.023
H  -2.374  -3.991  -0.945
H  -4.901  -4.101  -1.029
H  -5.021  -2.496  -1.718
H  -4.278  -3.822  -2.650
C  -3.077  -0.668  -2.917
C  -3.430  -1.224  -4.294
H  -2.559  0.308  -3.007
H  -3.994  -0.459  -2.371
H  -4.085  -0.504  -4.791
H  -2.546  -1.366  -4.923
H  -4.002  -2.154  -4.217
C  -0.525  -0.283  6.099
N  -0.311  -0.824  4.773
C  -0.394  -2.177  4.439
C  -0.343  -2.257  3.082
N  -0.417  -0.970  2.545
C  -0.143  -0.152  3.621
H  -1.392  -0.777  6.525
H  0.333  -0.511  6.715
H  -0.685  0.791  6.033
H  -0.400  -2.929  5.209
H  -0.303  -3.133  2.453
H  0.199  0.890  3.638

Molecular weight (g mol⁻¹): 667.77
E_HOMO (eV): -18.6
LUMO energy (eV): -14.832
E_tot (eV): -125111.739
Kohn-Sham gap (Ha): 0.1380
Charge: +4

=====

No. 9
C21H23N7O4PPdS2 | ωB97M-V/def2-TZVPD

Element x y z (Å)
Pd  -0.611  -0.777  -0.530
C  -3.000  -5.104  1.547
S  -2.888  -3.665  2.647
C  -2.150  -2.508  1.537
S  -0.605  -2.820  0.933
N  -2.868  -1.406  1.260
N  -2.370  -0.576  0.413
C  -3.084  0.627  0.229
C  -2.643  1.517  -0.744
C  -3.327  2.728  -1.013
C  -2.870  3.545  -2.018
C  -1.743  3.166  -2.748
C  -1.106  1.974  -2.421
N  -1.518  1.175  -1.452
H  -3.336  -5.928  2.174
H  -2.026  -5.350  1.132
H  -3.725  -4.926  0.757
H  -3.945  0.807  0.857
H  -4.207  2.980  -0.437
H  -3.383  4.470  -2.245
H  -1.364  3.775  -3.556
H  -0.225  1.651  -2.966
O  3.445  -2.538  -5.849
C  4.033  -1.934  -4.989
O  5.079  -1.487  -4.597
C  2.847  -1.605  -3.750
C  3.260  -0.892  -2.644
C  2.299  -0.644  -1.684
N  1.036  -1.068  -1.807
C  0.667  -1.755  -2.895
C  1.562  -2.053  -3.915
C  -0.787  -2.204  -2.999
O  -1.134  -2.812  -3.981
O  -1.530  -1.868  -1.989
H  4.276  -0.549  -2.530
H  2.548  -0.090  -0.790
H  1.214  -2.609  -4.772
C  1.264  0.773  4.106
N  2.279  0.558  3.072
C  2.674  1.853  2.516
N  1.550  2.639  2.000
C  0.551  2.791  3.061
N  0.100  1.518  3.625
C  -0.685  0.745  2.672
P  0.346  0.350  1.194
C  1.816  -0.369  2.048
C  0.973  2.039  0.804
H  1.721  1.345  4.914
H  0.941  -0.190  4.502
H  3.402  1.697  1.718
H  3.152  2.428  3.309
H  -0.308  3.338  2.670
H  0.997  3.377  3.864
H  -1.565  1.311  2.360
H  -1.028  -0.187  3.128
H  2.616  -0.578  1.336
H  1.524  -1.319  2.500
H  0.142  2.646  0.435
H  1.719  1.989  0.007

Molecular weight (g mol⁻¹): 638.99
E_HOMO (spin up / spin down) (eV): -10.0 / -11.6
2S+1: 5
LUMO energy (spin up / spin down) (eV): -3.978 / -6.041
E_tot (eV): -75199.697
Kohn-Sham gap (spin up / spin down) (Ha): 0.2229 / 0.2025
Charge: +1

=====

No. 10
C8H13N6 | ωB97M-V/def2-TZVPD

Element x y z (Å)
N  -1.893  0.586  0.714
C  -0.498  0.068  0.224
C  -0.277  -1.188  1.093
N  1.062  -1.770  1.173
C  0.450  1.216  0.614
C  1.511  1.787  -0.110
C  1.955  2.816  0.678
N  1.272  2.814  1.809
N  0.360  1.902  1.777
C  -0.730  -0.155  -1.291
C  -1.154  0.684  -2.291
C  -1.381  -0.173  -3.360
N  -1.303  -1.416  -3.056
N  -0.799  -1.440  -1.795
H  -2.002  1.420  0.107
H  -2.593  -0.044  0.580
H  -0.868  -1.984  0.636
H  -0.810  -0.823  2.045
H  1.036  -2.772  1.466
H  1.625  -1.276  1.964
H  1.531  -1.462  0.305
H  1.684  1.472  -1.110
H  2.709  3.560  0.534
H  -0.181  1.666  2.642
H  -1.138  1.817  -2.298
H  -1.695  0.094  -4.355
H  -0.995  -2.370  -1.463

Molecular weight (g mol⁻¹): 193.23
E_HOMO (eV): -12.6
LUMO energy (eV): -3.991
E_tot (eV): -17438.155
Kohn-Sham gap (Ha): 0.3153
Charge: +1

=====

No. 11
C5H11NO | ωB97M-V/def2-TZVPD

Element x y z (Å)
C  2.739  0.718  -0.201
N  2.196  -0.392  0.536
C  1.426  -0.575  1.441
O  0.695  -0.879  2.312
H  1.953  1.227  -0.769
H  3.490  0.347  -0.901
H  3.214  1.436  0.475
C  -1.816  -1.386  -0.098
C  -1.094  -0.231  -0.789
C  -1.283  1.087  -0.041
H  -1.451  -1.512  0.928
H  -1.667  -2.333  -0.628
H  -2.895  -1.195  -0.049
H  -0.024  -0.466  -0.869
H  -1.460  -0.126  -1.819
H  -2.343  1.370  -0.018
H  -0.949  0.998  1.000
H  -0.731  1.911  -0.510

Molecular weight (g mol⁻¹): 101.15
E_HOMO (eV): -10.4
LUMO energy (eV): 0.790
E_tot (eV): -8900.855
Kohn-Sham gap (Ha): 0.4102